No. 1
An isolated ion of composition C3H10N3O and charge +1 at a distorted geometry, computed with the ωB97M-V functional and the def2-TZVPD basis.

- SMILES = [H]/N=[N+](\[O-])C[NH+](C)C
- E_tot (Eh) = -359.41716
- lowest unoccupied orbital energy (eV) = -4.247
- HOMO level (Ha) = -0.5556
- ΔE to the lowest compared entry with this formula, charge and spin (kcal/mol) = 139.77

```
! RIJCOSX wB97M-V def2-TZVPD def2/J DEFGRID3
* xyz 1 1
H -2.5193 -0.3907 1.8343
N -1.7257 -0.1598 1.2471
N -1.8898 -0.1639 0.0086
O -2.8615 -0.5021 -0.6455
C -0.7645 0.4606 -0.6637
N 0.5068 0.0875 0.0197
C 1.6355 1.0473 0.1801
C 0.8043 -1.2657 -0.2532
H -0.9047 1.5766 -0.6362
H -0.6481 0.1261 -1.7075
H 0.1418 0.0490 1.1049
H 1.2634 1.8391 0.8335
H 2.6843 0.6259 0.5143
H 1.7853 1.5679 -0.7182
H 0.8891 -1.8904 0.5971
H -0.0134 -1.7256 -0.7602
H 1.6166 -1.2818 -0.9550
*
```



No. 2
C20H70CuF3N32O18 as an isolated structure at a distorted geometry, computed with the ωB97M-V functional and the def2-TZVPD basis.

- E_tot (Eh) = -5850.76641
- lowest unoccupied orbital energy (eV) = -1.699
- HOMO level (Ha) = -0.2722
- ΔE to the lowest compared entry with this formula, charge and spin (kcal/mol) = 0.00

```
! RIJCOSX wB97M-V def2-TZVPD def2/J DEFGRID3
* xyz 0 1
Cu -1.3705 1.7248 3.2277
C -0.9092 1.4079 -0.7234
O -0.3131 0.4861 0.2483
O -1.4847 2.4595 0.0143
C -0.1672 1.7379 -2.0836
F 1.0705 2.2318 -2.0184
F -0.1191 0.6012 -2.8018
F -0.8713 2.6316 -2.7798
C 0.7118 -0.4449 -0.2337
C 0.8436 -1.4308 0.9161
H 1.7054 -2.0874 0.7968
H 1.0050 -0.9011 1.8550
H -0.0403 -2.0347 1.1218
H 1.6993 0.0108 -0.3073
H 0.3895 -0.9158 -1.1624
H -1.5998 0.6560 -1.1053
C -3.3065 -2.7463 4.4403
O -3.2286 -1.8868 3.5122
N -2.4388 -2.8818 5.4043
N -4.2863 -3.6373 4.5971
H -1.6135 -2.3045 5.3284
H -2.4584 -3.6571 6.0512
H -4.1349 -4.2087 5.4161
H -4.9726 -3.6937 3.8583
C 0.8313 8.0395 -6.1677
O -0.1824 7.8128 -6.7753
N 1.6361 8.9097 -6.5496
N 1.0974 7.6214 -4.9639
H 2.3777 9.0754 -5.8843
H 1.6417 9.1996 -7.5171
H 1.7875 8.1159 -4.4168
H 0.3112 7.0990 -4.6045
C -6.3543 4.7520 -0.7288
O -7.3291 4.8512 0.0016
N -5.3029 5.4814 -0.6775
N -6.1911 3.7769 -1.5994
H -5.4151 6.3472 -0.1698
H -4.3728 5.0889 -0.7087
H -5.4218 3.8216 -2.2522
H -6.9402 3.1248 -1.7828
C 2.2946 -8.2229 2.1298
O 1.8927 -7.2592 1.5548
N 3.5215 -8.3014 2.5182
N 1.6388 -9.1732 2.5587
H 3.8921 -9.0654 3.0650
H 4.0605 -7.4780 2.2906
H 0.6469 -9.2647 2.3923
H 2.0285 -9.8521 3.1970
C 3.3270 -5.8127 -3.0626
O 3.5382 -4.7522 -2.5076
N 3.8926 -6.0974 -4.1835
N 2.5118 -6.6828 -2.5241
H 3.6927 -6.9119 -4.7463
H 4.4216 -5.2957 -4.4959
H 2.3273 -6.4928 -1.5495
H 2.2420 -7.5676 -2.9296
C 1.9304 2.8384 -8.5377
O 1.5076 2.7496 -9.6727
N 3.0741 3.4337 -8.1731
N 1.4005 2.3646 -7.4571
H 3.2235 3.5211 -7.1781
H 3.6233 3.8620 -8.9045
H 1.6424 2.6932 -6.5331
H 0.7052 1.6723 -7.6965
C -7.2228 -0.0365 1.1645
O -8.0932 0.1678 0.2927
N -7.4191 -0.6349 2.3042
N -5.9400 0.0283 0.9275
H -6.6685 -0.8725 2.9367
H -8.1983 -1.2349 2.5344
H -5.2900 -0.3605 1.5957
H -5.6181 0.4833 0.0852
C 1.7209 -2.5958 -7.5645
O 0.9541 -2.1609 -8.4171
N 2.6778 -3.4284 -7.8409
N 1.8195 -2.3817 -6.3258
H 3.2682 -3.8359 -7.1299
H 2.7863 -3.9501 -8.6989
H 2.5873 -2.7534 -5.7850
H 1.1581 -1.8459 -5.7821
C 7.1433 -1.1352 2.6155
O 7.4731 -0.0048 3.0257
N 6.0610 -1.3871 1.9318
N 7.8545 -2.2168 2.8955
H 5.8350 -2.3296 1.6475
H 5.3999 -0.7000 1.5989
H 7.6985 -3.0803 2.3954
H 8.6158 -2.2085 3.5593
C 3.1922 -4.5511 5.8185
O 3.0505 -4.6442 6.9857
N 4.3925 -4.3203 5.2776
N 2.2874 -4.7730 4.8763
H 5.2423 -4.1737 5.8033
H 4.3460 -3.9090 4.3563
H 2.4496 -4.7887 3.8796
H 1.3366 -4.8184 5.2142
C -3.4556 4.8422 5.4041
O -2.9838 3.7083 5.4045
N -4.0478 5.3709 4.3256
N -3.2213 5.8518 6.1646
H -4.3128 6.3370 4.1972
H -4.0758 4.7265 3.5483
H -2.6488 5.5690 6.9471
H -3.9864 6.4802 6.3638
C 1.4003 0.9565 6.8817
O 0.5980 0.4352 6.1534
N 2.4802 0.3927 7.4281
N 1.2842 2.1431 7.3081
H 2.4572 -0.6129 7.3360
H 3.1958 0.9383 7.8867
H 2.0760 2.4095 7.8758
H 0.3694 2.5282 7.4950
C 3.4944 3.0485 2.3536
O 2.3554 3.2021 2.7897
N 3.8468 2.8772 1.1001
N 4.4330 3.0609 3.2511
H 4.8135 2.9036 0.8088
H 3.0998 2.8572 0.4206
H 5.3217 2.6826 2.9560
H 4.1966 3.2572 4.2133
C 0.4666 8.0663 0.3433
O 1.3379 8.8612 -0.0572
N -0.7953 8.2481 0.1861
N 0.5252 6.9167 1.0244
H -1.4840 7.6840 0.6630
H -1.0924 8.8033 -0.6036
H -0.0906 6.2383 1.4495
H 1.5000 6.7063 1.1844
C -5.6697 -1.1805 -4.3017
O -6.3126 -0.4133 -4.9347
N -4.4226 -1.3844 -4.6312
N -6.2050 -1.8662 -3.3207
H -3.8570 -1.8280 -3.9217
H -3.8686 -0.8657 -5.2977
H -5.7777 -2.6847 -2.9113
H -7.1162 -1.5699 -3.0012
C -2.6466 -5.1282 -2.2423
O -3.5928 -5.5077 -2.8986
N -2.7711 -4.7502 -0.9884
N -1.3616 -5.2047 -2.5480
H -3.6826 -4.6238 -0.5721
H -2.0210 -4.4268 -0.3943
H -1.3751 -5.6710 -3.4438
H -0.5965 -5.0712 -1.9022
*
```



No. 3
A 5-piece molecular cluster, C35H85BN7O12 overall at a distorted geometry, computed with the ωB97M-V functional and the def2-TZVPD basis.

- E_tot (Eh) = -2695.14590
- lowest unoccupied orbital energy (eV) = -2.881
- HOMO level (Ha) = -0.3631
- ΔE to the lowest compared entry with this formula, charge and spin (kcal/mol) = 0.00

```
! RIJCOSX wB97M-V def2-TZVPD def2/J DEFGRID3
* xyz 1 1
C 0.2232 -10.1370 2.0433
C -1.0786 -9.3541 2.1433
O -2.1863 -10.1974 1.8430
C -1.0618 -8.1113 1.2438
O -1.3358 -6.9447 2.0382
N -2.0374 -5.9700 1.2913
C -1.0850 -4.9467 0.8887
C -1.7202 -3.5764 0.7380
C -2.7984 -3.3977 -0.3482
C -2.6426 -4.3779 -1.5003
O -3.2427 -5.4143 -1.5435
N -2.2671 -3.1491 2.0874
C -2.8128 -4.2937 2.9428
C -3.1658 -5.4915 2.0801
B -3.7719 -6.6982 2.9732
O -3.7195 -6.5587 4.3671
N -4.2448 -7.8672 2.3683
C -5.1157 -8.7377 3.1587
C -4.6966 -7.8083 0.9776
H 0.1765 -11.0121 2.6904
H 1.0768 -9.5260 2.3420
H 0.3817 -10.4912 1.0202
H -1.2324 -9.0165 3.1698
H -2.1099 -10.4789 0.9252
H -0.0903 -7.9839 0.7556
H -1.8401 -8.1924 0.4836
H -0.6027 -5.2329 -0.0501
H -0.2797 -4.8732 1.6356
H -0.9182 -2.8718 0.5131
H -3.8043 -3.5336 0.0552
H -2.7399 -2.3742 -0.7319
H -1.9418 -4.0846 -2.3029
H -1.5298 -2.6680 2.6012
H -3.0028 -2.4594 1.9332
H -3.6938 -3.9143 3.4587
H -2.0723 -4.5252 3.7065
H -3.9418 -5.1876 1.3656
H -4.4950 -6.1550 4.7652
H -4.7273 -8.8520 4.1672
H -5.1492 -9.7265 2.6982
H -6.1399 -8.3507 3.1900
H -5.6785 -7.3284 0.8999
H -3.9909 -7.2571 0.3577
H -4.7824 -8.8196 0.5771
C -0.7865 -0.0857 -0.1421
O -2.2029 -0.0037 -0.1541
C -2.7608 0.8168 0.8709
C -3.3323 2.1005 0.3126
N -2.2718 2.9691 -0.1642
C -2.7222 4.1703 -0.8648
C -3.5071 3.9984 -2.1593
O -2.7482 3.4649 -3.2307
C -2.6547 2.0598 -3.2800
H -0.4939 -0.8532 -0.8566
H -0.2994 0.8458 -0.4349
H -0.4236 -0.3664 0.8560
H -2.0041 1.0403 1.6305
H -3.5714 0.2502 1.3444
H -3.8745 2.6120 1.1141
H -4.0646 1.8349 -0.4634
H -1.6609 2.4434 -0.7758
H -1.8305 4.7552 -1.0922
H -3.3228 4.7681 -0.1725
H -3.8223 4.9929 -2.4825
H -4.4194 3.4076 -2.0066
H -3.5669 1.5825 -2.9067
H -1.7999 1.6782 -2.7094
H -2.5153 1.7756 -4.3230
C -1.3489 12.1480 -0.7785
O -0.9205 11.6967 -2.0461
C 0.3713 11.1043 -2.0623
C 0.2851 9.6208 -2.3467
N -0.3262 8.9078 -1.2353
C -0.6290 7.5075 -1.4976
C -1.6284 7.1792 -2.6015
O -2.9612 7.5583 -2.3133
C -3.2974 8.9005 -2.6159
H -2.2634 12.7177 -0.9325
H -1.5621 11.3217 -0.0905
H -0.6028 12.8002 -0.3143
H 0.8888 11.2858 -1.1153
H 0.9451 11.5827 -2.8603
H 1.2969 9.2327 -2.5018
H -0.2648 9.4978 -3.2901
H -1.1770 9.3853 -0.9669
H -1.0119 7.0784 -0.5672
H 0.3095 6.9886 -1.7236
H -1.6498 6.0924 -2.7099
H -1.3147 7.5783 -3.5734
H -2.7462 9.2643 -3.4872
H -3.1087 9.5736 -1.7751
H -4.3635 8.9282 -2.8388
C 5.5193 -3.1223 -3.6154
O 5.3343 -1.8494 -4.1958
C 4.5795 -1.8463 -5.4003
C 3.2447 -1.1633 -5.1997
N 2.3769 -1.9501 -4.3340
C 1.1532 -1.2779 -3.9264
C 1.2689 -0.0132 -3.0818
O 1.7634 -0.2342 -1.7732
C 3.1811 -0.2692 -1.6440
H 6.2387 -3.0054 -2.8070
H 4.5898 -3.5322 -3.2014
H 5.9188 -3.8381 -4.3402
H 4.4405 -2.8667 -5.7700
H 5.1495 -1.2892 -6.1479
H 2.7589 -1.0441 -6.1729
H 3.4457 -0.1585 -4.8036
H 2.8972 -2.2225 -3.5099
H 0.5572 -1.9984 -3.3555
H 0.5774 -1.0369 -4.8266
H 0.2565 0.3859 -2.9582
H 1.8550 0.7674 -3.5794
H 3.6618 0.3927 -2.3687
H 3.5755 -1.2807 -1.7754
H 3.4245 0.0664 -0.6370
C 6.8287 0.7728 5.7327
O 5.4545 1.1037 5.7267
C 5.1812 2.4998 5.7181
C 4.5650 2.9234 4.4030
N 5.5278 2.8291 3.3176
C 4.9755 3.0269 1.9849
C 3.9256 2.0379 1.4919
O 4.4193 0.7277 1.2616
C 4.4824 -0.1148 2.3954
H 6.9008 -0.2998 5.9036
H 7.3199 1.0110 4.7825
H 7.3601 1.2923 6.5355
H 6.0925 3.0707 5.9183
H 4.4697 2.7030 6.5227
H 4.2294 3.9616 4.4883
H 3.6730 2.2999 4.2433
H 5.9862 1.9283 3.3579
H 5.8066 3.0074 1.2763
H 4.5430 4.0318 1.9370
H 3.5695 2.3932 0.5209
H 3.0524 1.9956 2.1550
H 3.6822 0.1086 3.1076
H 5.4415 -0.0435 2.9141
H 4.3686 -1.1417 2.0449
*
```



No. 4
C4H10NO as an isolated structure at a distorted geometry, computed with the ωB97M-V functional and the def2-TZVPD basis.

- E_tot (Eh) = -288.13011
- lowest unoccupied orbital energy (alpha / beta) (eV) = 6.846 / 6.759
- HOMO level (alpha / beta) (Ha) = 0.0991 / -0.0068
- ΔE to the lowest compared entry with this formula, charge and spin (kcal/mol) = 58.96

```
! RIJCOSX wB97M-V def2-TZVPD def2/J DEFGRID3
* xyz -2 2
C 2.6347 -3.0690 -1.4171
O 2.9432 -3.6886 -2.5672
C 1.5027 -2.0327 -1.5581
C -1.0132 2.7954 1.6491
C -2.4157 2.9686 1.8295
N -3.4557 1.8789 1.3320
H 3.5099 -2.5408 -0.8995
H 2.3641 -3.7782 -0.5797
H -0.3487 3.5787 2.0070
H 1.4795 -1.2732 -0.7716
H 1.8127 -1.4950 -2.4661
H -0.6085 2.1133 0.9139
H -3.0794 3.7732 2.1087
H -2.6951 2.3145 0.6737
H -3.1697 0.9241 1.5735
H 0.5392 -2.4690 -1.8281
*
```